ORCA calculation (ωB97M-V/def2-TZVPD) on a molecular structure, C29H75N3NaO9 at a distorted geometry.

The largest force on an atom is 0.0467 Eh/bohr. As for the spin multiplicity: 1. As for the total charge: -1. The calculation puts the LUMO energy at 1.28 eV.

Structure (XYZ):
```
117
C29H75N3NaO9 ωB97M-V/def2-TZVPD
Na 1.737 -3.904 0.978
C 0.903 1.347 4.904
C 0.780 0.005 5.619
O 1.431 -1.047 5.019
H 1.866 1.860 4.948
H 0.118 2.012 5.310
H 0.599 1.296 3.849
H -0.315 -0.144 5.726
H 1.240 0.158 6.616
C 1.420 0.123 0.882
C 2.538 -0.754 0.231
O 3.172 -1.548 1.134
H 0.412 -0.302 0.777
H 1.338 1.090 0.359
H 1.562 0.277 1.951
H 3.166 -0.066 -0.380
H 2.120 -1.406 -0.567
C -0.582 0.467 -2.006
C -1.601 0.777 -3.112
C -1.776 -0.335 -4.114
O -0.491 -0.533 -4.716
C -0.577 -1.643 -5.625
N -2.833 1.135 -2.350
H -0.914 -0.401 -1.430
H -0.532 1.280 -1.278
H 0.444 0.331 -2.346
H -1.285 1.723 -3.563
H -2.453 0.015 -4.903
H -2.136 -1.281 -3.706
H 0.412 -1.960 -5.946
H -1.063 -1.188 -6.496
H -1.137 -2.492 -5.232
H -3.604 1.204 -3.012
H -2.615 2.058 -1.996
C -2.291 -3.739 -1.164
C -0.821 -3.841 -0.846
C 0.047 -3.495 -2.077
O 1.430 -3.568 -1.732
C 2.258 -2.883 -2.650
N -0.532 -3.005 0.340
H -2.673 -2.764 -1.480
H -2.934 -4.088 -0.357
H -2.564 -4.354 -2.037
H -0.560 -4.886 -0.648
H -0.173 -2.471 -2.397
H -0.084 -4.281 -2.826
H 2.089 -1.803 -2.599
H 1.927 -3.097 -3.678
H 3.288 -3.198 -2.532
H -1.018 -3.328 1.174
H -0.973 -2.095 0.221
C -2.266 0.283 1.611
C -3.606 -0.366 1.947
C -4.340 0.624 2.895
C -5.845 0.296 3.006
C -6.502 0.396 1.638
C -5.888 -0.614 0.658
N -4.436 -0.512 0.761
O -3.769 -1.189 -0.284
C -6.363 -2.042 0.985
C -6.349 -0.158 -0.741
C -3.314 -1.694 2.684
H -2.454 1.260 1.149
H -1.689 -0.320 0.907
H -1.655 0.546 2.474
H -4.001 0.384 3.907
H -4.081 1.640 2.611
H -6.277 0.975 3.746
H -6.025 -0.709 3.389
H -6.520 1.408 1.239
H -7.508 0.000 1.831
H -5.873 -2.860 0.458
H -6.224 -2.346 2.025
H -7.446 -1.995 0.821
H -5.938 0.800 -1.054
H -6.193 -0.849 -1.573
H -7.438 -0.082 -0.647
H -4.246 -2.125 3.047
H -2.621 -1.495 3.502
H -2.792 -2.375 2.011
H -3.449 -0.459 -0.839
C 2.654 3.528 -1.624
C 2.954 4.875 -0.991
O 4.244 5.352 -1.417
H 3.283 2.820 -1.080
H 2.584 3.405 -2.703
H 1.635 3.247 -1.321
H 2.930 4.796 0.098
H 2.173 5.575 -1.315
H 4.028 6.143 -1.915
C 4.082 0.494 -3.162
C 5.277 1.402 -3.430
O 5.734 1.959 -2.223
H 3.631 0.269 -4.135
H 3.340 0.931 -2.500
H 4.432 -0.440 -2.715
H 4.847 2.247 -3.995
H 6.064 0.920 -4.005
H 5.009 2.483 -1.871
C 1.151 4.272 3.196
C 1.427 2.927 2.558
O 0.245 2.490 1.872
H 1.973 4.462 3.888
H 0.231 4.291 3.782
H 1.043 5.042 2.433
H 1.826 2.223 3.291
H 2.144 3.022 1.735
H 0.359 1.583 1.563
C 8.230 -0.349 0.958
C 7.492 -1.516 1.620
O 6.155 -1.129 1.909
H 9.200 -0.520 0.492
H 8.348 0.419 1.729
H 7.569 0.143 0.239
H 7.934 -1.735 2.589
H 7.436 -2.387 0.960
H 5.685 -0.926 1.090
```

ORCA calculation (ωB97M-V/def2-TZVPD) on a molecular structure, C29H76BF6N4O13Pt2 at a distorted geometry.

The largest force on an atom is 0.0843 Eh/bohr. As for the spin multiplicity: 5. As for the expectation value of S²: 6.008. As for the total charge: +1. The calculation puts the LUMO energy (spin up / spin down) at -1.96 / -1.99 eV.

Structure (XYZ):
```
131
C29H76BF6N4O13Pt2 ωB97M-V/def2-TZVPD
Pt 2.060 0.699 -1.956
Pt -1.548 -0.278 0.756
C 3.960 -1.707 -0.163
O 4.960 -1.510 -1.141
O 2.953 -0.664 -0.368
C 3.616 -3.193 -0.297
F 4.775 -3.922 -0.459
F 2.979 -3.666 0.737
F 2.865 -3.561 -1.397
C 6.307 -1.401 -0.700
C 7.215 -1.444 -1.962
H 8.182 -1.927 -1.819
H 6.832 -2.079 -2.761
H 7.481 -0.493 -2.424
H 6.549 -2.323 -0.170
H 6.678 -0.580 -0.088
H 4.391 -1.529 0.822
C -3.549 -2.695 -0.966
O -2.433 -3.456 -1.460
O -2.906 -1.722 -0.237
C -4.549 -2.387 -2.169
F -4.122 -1.904 -3.381
F -5.060 -3.619 -2.561
F -5.594 -1.639 -1.892
C -2.491 -4.802 -1.839
C -1.177 -5.294 -2.471
H -0.814 -4.497 -3.120
H -0.473 -5.497 -1.664
H -1.342 -6.243 -2.980
H -3.272 -4.975 -2.580
H -2.776 -5.529 -1.079
H -4.149 -3.297 -0.284
B -0.154 0.766 -0.891
H 0.598 0.990 -0.151
H -0.184 -0.312 -0.944
H -1.094 1.171 -0.549
H 0.204 1.157 -1.830
C -0.063 4.728 2.357
C 0.104 6.198 2.501
O 1.181 6.700 1.639
O 1.117 4.089 2.847
H -0.218 4.488 1.305
H -0.911 4.339 2.920
H 0.279 6.525 3.526
H -0.813 6.711 2.208
H 1.667 7.413 2.060
H 1.813 4.587 2.411
C -4.303 3.063 -0.508
C -4.297 1.620 0.025
O -3.027 1.358 0.727
O -3.357 3.829 0.189
H -5.288 3.451 -0.249
H -4.276 3.104 -1.597
H -4.563 0.888 -0.737
H -5.041 1.692 0.818
H -2.579 2.181 0.934
H -3.546 4.759 0.042
C -6.731 -1.400 1.103
O -7.118 -1.704 2.442
H -6.785 -2.314 0.511
H -7.475 -0.774 0.610
H -5.672 -1.150 1.042
H -7.514 -2.578 2.401
C 2.752 4.922 -0.371
C 2.172 3.656 -1.143
C 2.181 3.726 -2.644
O 1.603 2.505 -3.046
C 1.128 2.484 -4.365
N 3.012 2.526 -0.836
H 3.675 5.375 -0.732
H 2.883 4.792 0.703
H 1.971 5.647 -0.604
H 1.201 3.373 -0.736
H 3.119 3.730 -3.199
H 1.525 4.487 -3.067
H 0.367 1.707 -4.437
H 1.879 2.245 -5.118
H 0.601 3.400 -4.631
H 3.904 2.766 -1.243
H 3.116 2.586 0.167
C 1.328 0.826 3.938
C 0.949 0.233 2.614
C 0.523 -1.196 2.737
O 0.001 -1.734 1.501
C -0.273 -3.118 1.670
N -0.255 1.039 2.269
H 1.824 1.794 3.870
H 2.042 0.173 4.440
H 0.588 0.865 4.737
H 1.779 0.401 1.928
H -0.113 -1.171 3.621
H 1.469 -1.726 2.842
H -1.100 -3.128 2.380
H 0.659 -3.611 1.946
H -0.558 -3.573 0.721
H 0.068 1.926 1.909
H -0.754 1.365 3.084
C -4.492 0.070 3.913
C -3.184 -0.769 3.995
C -3.305 -2.092 4.791
O -2.143 -2.924 4.673
C -1.251 -2.864 5.737
N -2.834 -0.986 2.608
H -4.561 0.930 3.248
H -4.938 0.311 4.878
H -5.322 -0.597 3.680
H -2.398 -0.204 4.495
H -4.151 -2.520 4.254
H -3.731 -2.057 5.794
H -1.093 -1.791 5.844
H -0.441 -3.448 5.298
H -1.656 -3.268 6.664
H -2.755 -1.991 2.552
H -3.622 -0.666 2.062
C 4.828 -0.601 -5.067
C 3.571 -0.034 -4.327
C 2.489 -1.102 -4.260
O 1.337 -0.705 -3.489
C 0.160 -1.473 -3.670
N 3.963 0.457 -3.057
H 5.511 0.189 -5.380
H 4.671 -1.133 -6.005
H 5.382 -1.261 -4.400
H 3.077 0.668 -4.998
H 2.861 -2.019 -3.803
H 2.388 -1.449 -5.289
H -0.682 -1.073 -3.104
H 0.267 -2.401 -3.109
H 0.012 -1.786 -4.704
H 4.742 1.065 -3.266
H 4.527 -0.214 -2.556
```

ORCA calculation (ωB97M-V/def2-TZVPD) on 7 unconnected molecules or ions with the total composition C29H76BN2O8S at a distorted geometry.

The largest force on an atom is 0.0515 Eh/bohr. As for the spin multiplicity: 1. As for the total charge: +1. The calculation puts the LUMO energy at -4.00 eV.

Structure (XYZ):
```
117
C29H76BN2O8S ωB97M-V/def2-TZVPD
C 4.997 -3.118 0.685
N 5.482 -3.503 -0.670
C 6.658 -4.392 -0.460
B 4.400 -4.205 -1.359
O 4.125 -5.572 -1.289
S 3.317 -3.137 -2.490
C 1.530 -3.260 -2.035
C 1.258 -3.591 -0.557
O 1.481 -2.414 0.190
C -0.279 -3.914 -0.435
N -0.667 -5.001 -1.337
H 4.002 -2.626 0.549
H 4.828 -3.982 1.361
H 5.631 -2.347 1.160
H 7.376 -4.324 -1.297
H 7.193 -3.979 0.422
H 6.399 -5.434 -0.195
H 3.857 -5.832 -0.402
H 3.409 -3.741 -3.729
H 1.086 -2.260 -2.219
H 1.042 -3.956 -2.740
H 1.782 -4.484 -0.164
H 1.074 -2.484 1.058
H -0.850 -2.982 -0.613
H -0.447 -4.230 0.623
H -0.207 -5.860 -1.066
H -1.670 -5.117 -1.377
C 0.919 1.178 -1.585
C 0.008 0.050 -1.129
O -0.847 0.406 -0.057
C -1.746 1.476 -0.313
C -2.695 1.204 -1.470
H 1.539 1.526 -0.759
H 1.573 0.836 -2.391
H 0.357 2.034 -1.961
H 0.622 -0.777 -0.764
H -0.580 -0.342 -1.970
H -1.193 2.408 -0.471
H -2.329 1.616 0.599
H -2.164 1.054 -2.411
H -3.379 2.044 -1.606
H -3.282 0.303 -1.275
C -5.225 0.125 1.423
C -5.058 1.567 1.873
O -6.086 2.003 2.745
C -6.220 1.290 3.964
C -4.972 1.325 4.831
H -6.182 -0.010 0.917
H -4.425 -0.153 0.733
H -5.193 -0.573 2.262
H -5.098 2.214 0.994
H -4.076 1.727 2.332
H -6.530 0.258 3.768
H -7.042 1.762 4.504
H -4.115 0.867 4.336
H -5.144 0.785 5.764
H -4.703 2.357 5.068
C -2.018 6.784 3.704
C -2.798 7.152 2.453
O -2.994 6.064 1.566
C -3.710 4.953 2.080
C -5.116 5.294 2.542
H -1.040 6.380 3.440
H -1.872 7.665 4.332
H -2.537 6.034 4.304
H -2.235 7.903 1.895
H -3.758 7.611 2.710
H -3.140 4.471 2.884
H -3.771 4.227 1.267
H -5.116 6.022 3.355
H -5.627 4.398 2.898
H -5.692 5.721 1.718
C -2.685 -0.146 -7.047
C -1.470 -0.024 -6.144
O -1.754 -0.268 -4.773
C -2.267 -1.550 -4.458
C -1.337 -2.691 -4.840
H -3.467 0.547 -6.733
H -2.414 0.083 -8.079
H -3.109 -1.152 -7.033
H -1.091 0.998 -6.198
H -0.659 -0.675 -6.487
H -3.255 -1.687 -4.910
H -2.418 -1.560 -3.377
H -1.147 -2.729 -5.912
H -1.770 -3.649 -4.546
H -0.373 -2.572 -4.337
C -1.491 6.628 -1.153
C -0.077 6.262 -1.570
O 0.518 7.193 -2.460
C 0.653 8.518 -1.975
C 1.499 8.626 -0.718
H -2.137 6.720 -2.029
H -1.904 5.864 -0.496
H -1.527 7.576 -0.615
H -0.102 5.308 -2.101
H 0.562 6.113 -0.693
H -0.334 8.968 -1.819
H 1.128 9.087 -2.775
H 1.068 8.070 0.116
H 1.589 9.669 -0.409
H 2.499 8.227 -0.898
C 6.508 -9.256 3.794
C 6.264 -8.308 2.632
O 5.288 -7.312 2.906
C 5.572 -6.438 3.989
C 6.856 -5.646 3.811
H 5.583 -9.757 4.080
H 7.242 -10.015 3.515
H 6.890 -8.736 4.674
H 5.886 -8.881 1.784
H 7.199 -7.844 2.302
H 5.584 -6.993 4.933
H 4.731 -5.745 4.050
H 7.732 -6.291 3.740
H 7.010 -4.972 4.655
H 6.807 -5.055 2.893
```